(1)
{"formula": "C10H20O8S2", "method": "ωB97M-V/def2-TZVPD", "species": ["C", "S", "O", "C", "H", "H", "H", "H", "H", "H", "C", "S", "O", "C", "H", "H", "H", "H", "H", "H", "C", "C", "O", "C", "O", "O", "H", "H", "H", "H", "C", "C", "O", "C", "O", "O", "H", "H", "H", "H"], "positions_angstrom": [[6.815429, -3.726810, -5.517757], [5.370750, -4.207519, -6.459958], [5.689831, -3.842930, -7.862016], [5.522504, -6.040956, -6.301866], [6.695200, -3.974494, -4.463099], [6.831493, -2.639589, -5.593889], [7.728864, -4.095674, -5.984293], [5.715038, -6.253140, -5.250197], [6.207610, -6.382753, -7.077696], [4.542818, -6.397822, -6.619592], [-1.800035, -16.922459, -13.793008], [-0.319563, -15.971242, -13.456694], [-0.082464, -15.181430, -14.743375], [-1.019806, -14.826920, -12.299567], [-2.235407, -16.982125, -12.795513], [-1.593950, -17.905155, -14.217198], [-2.336584, -16.313253, -14.520379], [-1.354421, -15.197733, -11.330733], [-1.889845, -14.326248, -12.724355], [-0.264226, -14.041759, -12.272762], [-2.935625, -3.786647, -7.713813], [-4.171348, -4.349427, -8.425310], [-3.618738, -5.608381, -8.687856], [-2.814673, -5.941191, -7.648292], [-2.376995, -7.063986, -7.478523], [-2.381747, -4.860976, -7.153877], [-3.203786, -3.035637, -6.970724], [-2.304027, -3.221583, -8.399290], [-4.279583, -3.812442, -9.367664], [-5.169797, -4.385512, -7.989548], [1.371491, -7.968888, -12.100497], [1.471437, -6.487896, -11.811947], [0.730812, -5.999617, -12.845106], [-0.070631, -6.888362, -13.437096], [-0.976047, -6.629385, -14.281977], [0.350535, -8.091597, -13.066030], [1.207534, -8.637553, -11.255454], [2.272807, -8.270956, -12.633865], [2.528666, -6.222794, -11.802841], [1.027258, -6.127893, -10.883940]], "forces_ev_per_angstrom": [[0.011, 0.444, 0.030], [0.056, -0.466, 0.143], [-0.094, -0.120, -0.225], [-0.683, 1.122, -0.581], [0.146, -0.242, -0.071], [-0.017, 0.034, -0.013], [-0.079, -0.271, 0.154], [0.213, -0.378, -0.283], [0.507, 0.001, 0.522], [-0.071, -0.131, 0.325], [0.216, 0.171, 0.374], [0.749, 0.137, -2.068], [-0.111, -0.717, 1.613], [-0.653, 1.194, -0.230], [-0.659, -0.352, -0.329], [0.189, 0.143, 0.157], [-0.335, -0.026, 0.283], [0.644, -0.282, 0.012], [-0.134, -0.162, -0.399], [0.096, -0.107, 0.587], [-2.824, 4.187, -0.325], [0.871, 1.245, -1.412], [-1.604, -1.976, -0.360], [1.009, -4.744, -3.093], [-1.119, 1.818, 0.397], [3.074, 0.581, 4.075], [0.012, -0.177, 0.370], [0.415, -0.625, -0.288], [-0.136, -0.178, -0.111], [0.325, -0.132, 0.731], [1.173, -1.037, 0.043], [0.468, -1.146, 1.641], [-1.150, 3.165, -1.974], [-2.669, 0.799, -3.505], [3.822, -1.065, 3.781], [-1.482, -0.862, 0.016], [-0.198, 0.148, -0.087], [0.200, -0.236, 0.290], [-0.173, 0.558, -0.421], [-0.005, -0.313, 0.232]], "e_tot_ev": -48741.139, "multiplicity": 1, "gap_ev": 9.16, "relative_energy_kj_mol": 35.4, "homo_ha": -0.32675}



(2)
{"formula": "C10H21Cl3Si", "method": "ωB97M-V/def2-TZVPD", "species": ["C", "C", "C", "C", "C", "C", "C", "C", "C", "C", "Si", "Cl", "Cl", "Cl", "H", "H", "H", "H", "H", "H", "H", "H", "H", "H", "H", "H", "H", "H", "H", "H", "H", "H", "H", "H", "H"], "positions_angstrom": [[-1.989620, -3.492236, 2.433853], [-0.891369, -2.842248, 3.294481], [0.334154, -2.364124, 2.504488], [0.152049, -1.304432, 1.391509], [1.439966, -0.701238, 0.830947], [1.242458, 0.313458, -0.274186], [0.613267, -0.240325, -1.523917], [0.221544, 0.891231, -2.476106], [-0.877061, 1.799072, -1.925503], [-0.790452, 3.160314, -2.588631], [0.671569, 4.195997, -1.974145], [0.683726, 4.365731, 0.118804], [2.591308, 3.493555, -2.432770], [0.431539, 6.112639, -2.849615], [-2.409263, -2.751179, 1.734790], [-1.539620, -4.328825, 1.887806], [-2.800215, -3.931901, 3.015312], [-0.566926, -3.562105, 4.060451], [-1.346292, -2.030488, 3.862566], [1.112768, -1.957114, 3.206077], [0.788689, -3.217442, 2.024029], [-0.391367, -1.736167, 0.565873], [-0.487777, -0.474484, 1.747879], [2.177682, -1.443483, 0.466806], [1.945914, -0.191607, 1.652932], [0.609701, 1.111275, 0.114238], [2.137076, 0.824043, -0.565266], [-0.276563, -0.806456, -1.256741], [1.295967, -0.952202, -1.966120], [1.123879, 1.472630, -2.719092], [-0.100927, 0.506974, -3.439012], [-1.855696, 1.293860, -2.090269], [-0.798236, 1.936723, -0.842528], [-1.674898, 3.742720, -2.291994], [-0.776974, 3.107834, -3.696946]], "forces_ev_per_angstrom": [[0.573, 0.094, -0.191], [-0.400, -0.061, 0.069], [0.804, 0.959, 0.243], [-0.501, 0.133, 0.263], [0.989, -0.146, 0.426], [-0.948, 0.192, 0.354], [-0.601, 0.208, -0.091], [0.552, -0.315, 0.033], [-0.129, -0.654, -0.172], [-0.070, 0.611, 0.117], [0.067, 0.611, -0.111], [-0.156, -0.043, -1.041], [-0.776, 0.510, 0.083], [0.267, -1.110, 0.610], [0.094, -0.421, 0.112], [-0.149, 0.184, -0.266], [0.007, 0.248, 0.171], [0.073, 0.108, -0.255], [0.105, 0.287, -0.022], [-0.691, -0.414, -0.377], [0.269, -0.508, -0.085], [-0.372, -0.357, -0.240], [0.243, -0.198, 0.017], [-0.529, -0.135, 0.267], [0.139, 0.005, 0.133], [-0.108, 0.052, 0.169], [0.964, 0.113, 0.060], [-0.228, -0.093, -0.072], [0.237, -0.167, -0.429], [-0.283, -0.161, 0.230], [-0.175, -0.214, -0.181], [0.448, 0.531, -0.006], [0.013, -0.088, -0.150], [0.196, 0.188, -0.225], [0.078, 0.049, 0.557]], "e_tot_ev": -56160.570, "multiplicity": 1, "gap_ev": 11.31, "smiles": "CCCCCCCCCC[Si](Cl)(Cl)Cl", "homo_ha": -0.39593}



(3)
{"formula": "C10H21F3IO5P2SSc", "method": "ωB97M-V/def2-TZVPD", "species": ["C", "C", "H", "H", "H", "O", "I", "Sc", "P", "C", "C", "H", "H", "H", "H", "H", "H", "C", "H", "H", "H", "P", "C", "C", "H", "H", "H", "C", "H", "H", "H", "H", "H", "H", "C", "O", "F", "C", "F", "F", "S", "O", "O", "O"], "positions_angstrom": [[-1.450134, -6.125322, -2.319708], [-0.903168, -5.323207, -1.167973], [-1.418323, -7.188438, -2.055901], [-0.847191, -5.960665, -3.217767], [-2.486119, -5.839032, -2.524599], [-0.485894, -5.699392, -0.107495], [-0.862205, -3.096222, -1.481474], [-0.146957, 0.456563, -0.432265], [-2.103156, 0.275164, 1.193991], [-2.299351, 0.660311, 2.949631], [-3.116628, 1.701288, 0.586419], [-4.114569, 1.544529, 1.045237], [-4.260647, -0.720067, 1.367166], [-3.179698, 1.720489, -0.514603], [-3.290337, -1.500631, 0.001679], [-1.770925, 1.591402, 3.171293], [-2.682612, 2.655817, 0.921586], [-3.278786, -1.107559, 1.027877], [-3.385422, 0.752064, 3.120803], [-2.941195, -1.927494, 1.670678], [-1.868530, -0.144262, 3.547359], [2.337433, -0.064955, -0.674314], [3.772051, 0.192038, 0.395577], [2.851245, -1.576420, -1.553463], [2.055731, 1.321882, -2.715135], [3.787478, 0.940368, -2.275866], [2.853898, 2.232473, -1.404197], [2.791808, 1.250036, -1.896791], [2.077453, -1.910634, -2.258818], [3.820449, -1.337631, -2.036019], [4.655631, 0.130782, -0.262281], [3.793441, -0.581773, 1.164447], [2.970090, -2.379824, -0.818777], [3.687450, 1.170414, 0.876071], [0.683667, 0.452306, 1.542208], [1.124099, 0.291386, 2.618075], [0.741223, 5.986265, 0.646614], [0.343814, 4.931800, -0.092025], [-0.965458, 5.058759, -0.396953], [1.042036, 4.897297, -1.247400], [0.616344, 3.353058, 0.845500], [2.026692, 3.146035, 1.033134], [-0.248420, 3.325329, 1.995706], [0.073693, 2.445671, -0.267224]], "forces_ev_per_angstrom": [[-0.033, 0.239, -0.126], [1.237, -2.612, 3.423], [0.099, 0.313, 0.172], [-0.104, 0.139, 0.133], [0.184, 0.123, 0.012], [-1.256, 1.376, -3.236], [-0.051, 0.997, -0.305], [-0.348, 1.048, -1.006], [-2.399, 0.799, 0.682], [0.776, -0.188, 0.254], [0.245, -0.057, -0.485], [0.494, 0.242, -0.468], [0.491, -0.398, -0.322], [-0.279, 0.046, 0.366], [-0.344, 0.208, 0.292], [-0.212, -0.038, 0.094], [-0.117, -0.372, -0.030], [0.276, -0.330, -0.277], [0.523, -0.025, 0.042], [-0.162, 0.115, -0.009], [-0.182, 0.073, 0.192], [2.248, 0.445, -1.272], [-0.381, -0.103, 0.742], [-0.434, -0.275, 0.017], [0.459, -0.011, 0.058], [-0.642, 0.330, 0.010], [0.012, -0.381, -0.084], [-0.523, 0.000, -0.166], [0.476, 0.145, -0.049], [-0.618, -0.314, 0.144], [-0.334, 0.041, 0.404], [0.273, 0.040, 0.001], [0.120, 0.091, -0.128], [0.209, -0.072, -0.083], [2.805, -1.239, 6.893], [-2.217, 0.896, -5.432], [-0.411, -1.310, -0.728], [-0.030, 1.600, -0.376], [1.060, -0.276, 0.444], [-0.445, -0.147, 1.076], [0.331, 1.210, 0.809], [-0.744, -0.133, -0.366], [0.295, -0.211, -0.856], [-0.344, -2.024, -0.458]], "e_tot_ev": -87299.904, "multiplicity": 1, "gap_ev": 7.44, "total_charge": 2, "homo_ha": -0.58723}



(4)
{"formula": "C10H21MoN3O5Se4", "method": "ωB97M-V/def2-TZVPD", "species": ["Mo", "C", "N", "C", "C", "O", "C", "O", "C", "C", "O", "N", "C", "C", "H", "H", "H", "H", "H", "H", "H", "H", "H", "H", "H", "H", "H", "H", "H", "H", "Se", "Se", "Se", "Se", "N", "C", "C", "O", "O", "H", "H", "H", "H", "H"], "positions_angstrom": [[-0.831185, 0.190272, -1.279905], [-2.291842, 1.151200, 3.928532], [-2.099716, 0.207170, 2.833822], [-2.598883, -1.142554, 3.101181], [-1.577358, 0.509348, 1.665310], [-1.453451, -0.334629, 0.746154], [-1.150992, 1.947771, 1.392791], [-0.508755, 2.040973, 0.116615], [0.868267, 2.435825, 0.098515], [1.700336, 1.192583, -0.164714], [1.080393, 0.265928, -0.755482], [2.958424, 1.095619, 0.176291], [3.684466, -0.146614, -0.097885], [3.692210, 2.209479, 0.777819], [-1.939528, 0.695831, 4.852768], [-3.352288, 1.377913, 4.045650], [-1.751228, 2.080715, 3.775567], [-2.009059, -1.601831, 3.894193], [-2.533450, -1.751681, 2.207915], [-3.636107, -1.080361, 3.428692], [-0.490787, 2.322467, 2.173172], [-2.041088, 2.578139, 1.351499], [1.140686, 2.955767, 1.014349], [0.983333, 3.111357, -0.752462], [2.986518, -0.977850, -0.143815], [4.398863, -0.320380, 0.702903], [4.218451, -0.071202, -1.045874], [3.381017, 3.162023, 0.354032], [4.749926, 2.080438, 0.567646], [3.562075, 2.228455, 1.861082], [-3.106315, 0.782207, -1.527055], [-3.419606, 2.098786, -3.437725], [-1.866460, 1.185910, -4.880541], [0.027017, 1.050228, -3.515713], [-0.037321, -3.596938, -3.846199], [-0.008096, -3.893498, -2.378253], [-0.135405, -2.553553, -1.631063], [0.351446, -2.391616, -0.532811], [-0.815135, -1.683526, -2.304232], [-0.376446, -4.378188, -4.406226], [0.882680, -3.328595, -4.192628], [-0.660219, -2.779667, -3.952401], [0.897582, -4.418761, -2.093921], [-0.872965, -4.504970, -2.127579]], "forces_ev_per_angstrom": [[-0.709, -0.940, -0.828], [-0.047, 0.146, 0.117], [0.026, -0.116, -0.063], [-0.045, -0.157, 0.023], [-0.031, 0.140, 0.074], [0.154, -0.032, -0.209], [-0.092, 0.008, 0.013], [0.079, -0.262, -0.270], [0.079, 0.030, -0.036], [-0.112, 0.261, 0.111], [1.711, -0.098, 0.429], [-0.234, -0.061, -0.151], [0.099, -0.183, -0.057], [0.059, 0.163, 0.157], [0.042, 0.000, -0.023], [0.008, -0.009, -0.049], [-0.018, -0.045, -0.005], [0.023, 0.051, -0.003], [0.013, 0.032, -0.030], [0.006, 0.035, -0.017], [0.031, 0.011, -0.041], [0.008, 0.034, 0.031], [-0.050, -0.003, 0.012], [0.043, 0.051, 0.035], [-0.021, 0.037, 0.019], [-0.008, 0.056, 0.023], [0.003, 0.054, 0.031], [0.016, -0.025, -0.024], [-0.010, -0.011, -0.066], [-0.014, -0.049, -0.024], [-1.058, 0.636, -0.511], [0.086, -0.213, 0.426], [0.042, -0.179, 0.079], [0.013, 0.421, 0.241], [-0.137, -0.063, 0.018], [-0.032, 0.284, 0.375], [0.139, -0.413, 0.196], [-0.067, -0.232, -0.165], [-0.108, 0.658, 0.518], [-0.009, -0.036, -0.038], [0.062, 0.027, -0.051], [0.015, 0.018, -0.062], [0.052, 0.015, -0.124], [-0.007, -0.038, -0.080]], "e_tot_ev": -288647.609, "multiplicity": 3, "gap_ev": [5.44, 6.30], "relative_energy_kj_mol": 0.0, "s_squared": 2.36, "total_charge": 2, "homo_ha": [-0.46926, -0.47465]}